# 1
Below is a structure of composition C22H22CrN6O2S3, with properties calculated with ωB97M-V/def2-TZVPD.

Geometry as XYZ:
```
56
Properties=species:S:1:pos:R:3
Cr 0.091 0.568 -0.073
S -4.061 0.200 1.486
C -3.199 -1.131 2.196
C -3.663 -2.071 3.110
C -2.785 -3.049 3.534
C -1.475 -3.093 3.044
C -1.022 -2.158 2.137
C -1.889 -1.152 1.717
N -1.613 -0.119 0.815
C -2.659 0.644 0.608
C -2.504 1.808 -0.253
C -3.523 2.699 -0.575
C -3.221 3.821 -1.328
C -1.907 4.055 -1.727
C -0.896 3.157 -1.404
C -1.186 2.003 -0.681
H -4.682 -2.033 3.479
H -3.113 -3.788 4.253
H -0.807 -3.871 3.389
H -0.012 -2.201 1.758
H -4.537 2.526 -0.228
H -4.001 4.526 -1.588
H -1.672 4.955 -2.285
H 0.128 3.363 -1.701
C 5.310 0.537 -0.972
O 4.035 1.175 -1.168
C 2.946 0.619 -0.692
O 1.870 1.188 -0.842
N 3.041 -0.566 -0.058
N 1.854 -1.100 0.456
H 6.029 1.155 -1.495
H 5.312 -0.464 -1.403
H 5.566 0.507 0.086
H 3.918 -0.923 0.272
H 1.887 -1.070 1.477
H 1.758 -2.050 0.124
C -1.770 -1.036 -6.759
C -1.011 -0.304 -5.705
C -0.328 0.855 -5.894
C 0.359 1.407 -4.795
N 0.322 0.859 -3.588
C -0.369 -0.268 -3.394
S -0.537 -1.060 -1.896
N -0.997 -0.842 -4.462
C 1.162 2.658 -4.952
H -1.741 -0.490 -7.697
H -2.812 -1.166 -6.461
H -1.341 -2.027 -6.920
H -0.311 1.332 -6.864
H -1.502 -1.700 -4.285
H 1.750 2.630 -5.869
H 1.812 2.792 -4.090
H 0.488 3.517 -5.023
S 0.491 2.010 1.846
C 1.297 0.767 2.627
N 1.895 -0.120 3.082
```

⟨S²⟩: 3.83
E_HOMO (alpha / beta): -10.86 / -10.93 eV
total charge: +1
maximum force: 0.0127 Eh/bohr
energy relative to the best compared isomer or geometry (same formula, charge and spin): 0.580 eV
2S+1: 4
energy: -3569.504490 Eh

Here are the Mulliken charges for atoms 1 to 2, given in e: 0.145 -0.339


# 2
Below is a structure of composition C17H22Cl2O5Pd in a non-equilibrium geometry, with properties calculated with ωB97M-V/def2-TZVPD.

Geometry as XYZ:
```
47
Properties=species:S:1:pos:R:3
C -1.028 -0.914 -1.824
C -1.502 -1.738 -0.745
C -0.406 -2.463 -0.224
C -2.911 -1.922 -0.329
C 0.755 -2.095 -0.942
C 0.379 -1.138 -1.945
C 1.267 -0.592 -3.002
C -1.866 -0.084 -2.724
C -0.470 -3.473 0.856
C 2.091 -2.713 -0.769
Pd 0.000 0.000 0.000
Cl -3.964 -0.219 3.366
Cl -2.099 0.982 0.586
O 1.980 0.345 0.269
H -3.548 -1.125 -0.693
H -3.009 -1.953 0.752
H -3.282 -2.868 -0.729
H -1.211 -3.213 1.605
H 0.485 -3.582 1.360
H -0.742 -4.444 0.434
H 2.344 -2.832 0.280
H 2.872 -2.122 -1.230
H 2.090 -3.703 -1.230
H 2.279 -0.448 -2.637
H 0.906 0.364 -3.368
H 1.307 -1.280 -3.848
H -2.685 0.380 -2.184
H -2.284 -0.701 -3.522
H -1.288 0.713 -3.181
H 2.281 0.147 1.165
O 0.218 1.724 -0.827
H 1.156 1.925 -0.967
O 1.474 0.889 4.463
C 1.287 2.225 4.417
C 1.748 2.967 5.518
C 1.610 4.353 5.565
C 1.003 5.025 4.510
C 0.540 4.312 3.407
C 0.668 2.902 3.325
C 0.180 2.254 2.065
O -0.279 3.060 1.134
O 0.288 0.943 1.820
H 1.201 0.261 3.789
H 2.225 2.460 6.347
H 1.975 4.911 6.416
H 0.897 6.102 4.541
H 0.085 4.886 2.610
```

⟨S²⟩: 6.02
E_HOMO (alpha / beta): -0.83 / -0.82 eV
total charge: -2
maximum force: 0.1176 Eh/bohr
2S+1: 5
energy: -2085.310536 Eh

Here are the Mulliken charges for atoms 1 to 2, given in e: 1.134 0.871


# 3
Below is an isolated molecule of CH5OPS2 in a non-equilibrium geometry, with properties calculated with ωB97M-V/def2-TZVPD.

Geometry as XYZ:
```
10
Properties=species:S:1:pos:R:3
C -1.601 -0.561 0.167
O -0.179 -0.737 0.374
P 0.763 0.314 -0.558
S 2.627 -0.482 0.066
S 0.735 2.181 0.546
H -1.705 0.472 -0.276
H -1.957 -0.847 1.173
H -1.960 -1.317 -0.437
H 2.228 -1.604 -0.470
H 1.051 2.581 -0.586
```

SMILES string: COP(S)S
E_HOMO: -8.83 eV
maximum force: 0.0690 Eh/bohr
energy relative to the best compared isomer or geometry (same formula, charge and spin): 1.538 eV
energy: -1254.060653 Eh

Here are the Mulliken charges for atoms 1 to 2, given in e: -0.573 -0.261


# 4
Below is a cluster of 3 separate species, C2H10N2O2 in total in a non-equilibrium geometry, with properties calculated with ωB97M-V/def2-TZVPD.

Geometry as XYZ:
```
16
Properties=species:S:1:pos:R:3
C 1.131 0.923 1.474
N 1.334 -0.429 1.015
C 0.365 -1.154 0.652
N -0.977 -0.912 0.846
H 1.396 0.982 2.529
H 0.104 1.307 1.446
H 1.803 1.604 0.954
H 0.540 -2.106 0.156
H -1.779 -1.277 0.368
H -1.229 -0.013 1.222
O -1.900 -0.089 -1.611
H -1.389 -0.882 -1.789
H -2.075 0.398 -2.420
O 0.925 0.197 -1.770
H 0.136 0.590 -1.376
H 1.615 0.863 -1.696
```

SMILES string: C/N=C\N.O.O
E_HOMO: -8.62 eV
maximum force: 0.0250 Eh/bohr
energy relative to the best compared isomer or geometry (same formula, charge and spin): 0.953 eV
energy: -342.158832 Eh

Here are the Mulliken charges for atoms 1 to 2, given in e: -0.837 -0.412


# 5
Below is an isolated molecule of C19H26N4O4S2 in a non-equilibrium geometry, with properties calculated with ωB97M-V/def2-TZVPD.

Geometry as XYZ:
```
55
Properties=species:S:1:pos:R:3
C 1.478 4.324 1.879
C 0.387 3.532 2.591
N 0.753 2.129 2.685
C -0.343 1.204 2.506
C -0.580 0.985 1.022
O 0.200 1.355 0.163
N -1.743 0.359 0.714
C -1.987 -0.119 -0.556
S -0.928 0.237 -1.864
C -1.917 -0.712 -2.946
C -2.986 -1.264 -2.323
C -3.041 -0.919 -0.936
C -4.037 -1.333 -0.045
N -4.851 -1.652 0.701
C -3.993 -2.115 -3.029
C -3.433 -2.590 -4.370
C -2.811 -1.421 -5.131
C -1.582 -0.897 -4.386
C 1.651 1.791 3.764
C 2.600 0.658 3.376
O 3.221 0.014 4.197
N 2.708 0.475 2.045
C 3.522 -0.585 1.493
C 3.655 -0.418 -0.024
C 2.309 -0.727 -0.654
S 1.562 -1.955 0.476
O 1.461 -3.234 -0.171
O 0.346 -1.440 1.060
C 2.883 -1.947 1.727
H 1.180 5.364 1.780
H 2.416 4.284 2.427
H 1.637 3.906 0.888
H -0.530 3.602 2.001
H 0.186 3.965 3.584
H -0.070 0.226 2.914
H -1.276 1.531 2.994
H -2.318 -0.024 1.453
H -4.904 -1.529 -3.191
H -4.264 -2.967 -2.401
H -2.669 -3.350 -4.194
H -4.231 -3.042 -4.961
H -3.548 -0.620 -5.225
H -2.524 -1.735 -6.136
H -0.760 -1.615 -4.477
H -1.241 0.046 -4.819
H 2.275 2.657 3.995
H 1.135 1.505 4.694
H 2.062 0.988 1.455
H 4.500 -0.539 1.989
H 3.982 0.594 -0.264
H 4.412 -1.117 -0.384
H 2.381 -1.184 -1.634
H 1.648 0.134 -0.686
H 2.459 -2.044 2.721
H 3.558 -2.769 1.513
```

SMILES string: CCN(CC(=O)Nc1sc2c(c1C#N)CCCC2)CC(=O)N[C@@H]1CCS(=O)(=O)C1
E_HOMO: -8.26 eV
maximum force: 0.0232 Eh/bohr
energy relative to the best compared isomer or geometry (same formula, charge and spin): 0.000 eV
energy: -2056.010785 Eh

Here are the Mulliken charges for atoms 1 to 2, given in e: -1.190 -0.705


# 6
Below is an isolated molecule of C3H5NO in a non-equilibrium geometry, with properties calculated with ωB97M-V/def2-TZVPD.

Geometry as XYZ:
```
10
Properties=species:S:1:pos:R:3
C -0.013 -0.863 0.006
C 1.120 0.656 -0.058
C -1.294 -0.088 0.115
N -0.298 0.362 -0.813
O 1.053 -0.415 0.864
H 0.076 -1.797 -0.531
H 1.992 0.616 -0.713
H 1.004 1.627 0.423
H -1.482 0.502 1.009
H -2.158 -0.600 -0.303
```

E_HOMO: -9.36 eV
maximum force: 0.0700 Eh/bohr
energy relative to the best compared isomer or geometry (same formula, charge and spin): 3.555 eV
energy: -247.176601 Eh

Here are the Mulliken charges for atoms 1 to 2, given in e: -0.031 -0.181


# 7
Below is a cluster of 2 separate species, C4H12 in total in a non-equilibrium geometry, with properties calculated with ωB97M-V/def2-TZVPD.

Geometry as XYZ:
```
16
Properties=species:S:1:pos:R:3
C -1.524 -0.005 0.922
C -2.794 -0.100 0.046
H -1.774 0.552 1.764
H -1.119 -0.937 1.156
H -0.670 0.619 0.553
H -3.644 0.544 0.254
H -2.604 0.214 -0.885
H -3.277 -1.130 -0.128
C 1.814 0.010 -1.125
C 2.542 0.101 0.181
H 1.995 -1.024 -1.497
H 0.650 -0.044 -0.962
H 2.041 0.728 -1.949
H 1.941 0.455 0.938
H 3.301 0.724 0.033
H 2.924 -0.737 0.580
```

SMILES string: CC.CC
E_HOMO: -11.34 eV
maximum force: 0.0857 Eh/bohr
energy relative to the best compared isomer or geometry (same formula, charge and spin): 1.523 eV
energy: -159.529020 Eh

Here are the Mulliken charges for atoms 1 to 2, given in e: -0.855 -0.928


# 8
Below is a cluster of 9 separate species, C38H91Br8O20P5 in total in a non-equilibrium geometry, with properties calculated with ωB97M-V/def2-TZVPD.

Geometry as XYZ:
```
162
Properties=species:S:1:pos:R:3
C 20.023 15.153 22.876
C 20.399 16.399 22.113
O 20.320 16.115 20.658
P 19.934 17.268 19.654
O 20.160 17.020 18.243
O 20.733 18.514 20.253
C 22.152 18.781 19.988
C 22.360 19.434 18.604
O 18.514 17.717 20.159
C 17.230 17.187 19.698
C 16.870 16.062 20.614
H 20.347 14.295 22.289
H 20.606 15.030 23.800
H 18.928 15.020 23.099
H 19.785 17.240 22.343
H 21.432 16.643 22.356
H 22.461 19.393 20.830
H 22.760 17.854 19.951
H 21.562 20.157 18.446
H 23.269 20.009 18.472
H 22.303 18.715 17.809
H 16.520 17.996 19.817
H 17.261 16.961 18.655
H 16.870 16.411 21.654
H 15.938 15.583 20.364
H 17.607 15.255 20.520
C 19.457 19.945 13.969
C 18.600 18.746 14.319
O 17.228 19.248 14.313
P 16.406 19.205 15.609
O 16.259 17.970 16.376
O 17.050 20.415 16.404
C 17.172 20.417 17.889
C 18.414 21.214 18.287
O 14.949 19.585 15.067
C 13.782 19.408 15.978
C 13.499 20.529 17.006
H 19.146 20.746 14.689
H 20.502 19.660 14.128
H 19.299 20.293 12.981
H 18.683 17.848 13.739
H 18.892 18.442 15.305
H 16.294 20.872 18.359
H 17.224 19.376 18.204
H 19.395 20.916 17.858
H 18.285 22.284 18.007
H 18.410 21.131 19.379
H 12.997 19.334 15.234
H 13.847 18.447 16.458
H 13.369 21.471 16.496
H 12.516 20.359 17.463
H 14.283 20.604 17.750
C 12.914 18.546 11.983
C 14.076 17.965 11.320
O 14.918 17.240 12.271
P 16.292 16.566 11.929
O 16.923 16.066 13.140
O 16.110 15.428 10.866
C 16.055 13.971 11.419
C 16.134 13.067 10.170
O 16.945 17.646 11.002
C 18.118 17.251 10.132
C 18.928 18.456 9.852
H 12.416 17.770 12.532
H 13.194 19.333 12.704
H 12.230 18.945 11.225
H 13.852 17.207 10.576
H 14.682 18.788 10.909
H 16.746 13.847 12.290
H 15.029 13.865 11.798
H 16.912 13.458 9.474
H 16.304 12.001 10.309
H 15.202 13.232 9.619
H 18.662 16.510 10.695
H 17.739 16.754 9.226
H 19.826 18.102 9.376
H 18.349 19.149 9.218
H 19.138 19.085 10.668
C 12.750 11.827 18.853
C 14.054 11.940 19.553
O 13.943 11.357 20.925
P 14.689 10.089 21.434
O 15.814 9.735 20.564
O 15.153 10.447 22.935
C 16.252 9.611 23.487
C 16.339 9.748 25.045
O 13.508 9.029 21.678
C 12.397 9.244 22.656
C 11.439 8.089 22.550
H 12.525 10.782 18.727
H 11.992 12.320 19.476
H 12.820 12.233 17.861
H 14.771 11.295 19.064
H 14.367 12.969 19.668
H 16.205 8.560 23.178
H 17.171 10.081 23.164
H 15.623 9.120 25.599
H 17.362 9.447 25.256
H 16.189 10.772 25.367
H 12.788 9.488 23.643
H 11.915 10.153 22.306
H 10.714 8.007 23.324
H 10.879 8.149 21.604
H 11.984 7.151 22.591
C 20.000 9.580 11.568
C 18.746 10.432 11.787
O 17.831 9.887 12.792
P 16.839 10.912 13.480
O 17.540 12.185 13.757
O 16.189 10.174 14.721
C 16.834 10.300 16.015
C 15.994 9.647 17.059
O 15.630 11.076 12.588
C 14.722 9.902 12.380
C 13.664 10.344 11.433
H 19.735 8.576 11.108
H 20.694 10.144 10.981
H 20.325 9.306 12.557
H 19.146 11.390 12.097
H 18.141 10.588 10.896
H 17.816 9.804 15.915
H 16.989 11.373 16.220
H 15.955 8.562 16.981
H 16.299 9.948 18.054
H 15.007 10.056 16.872
H 15.324 9.088 11.994
H 14.321 9.562 13.333
H 13.129 9.416 11.141
H 12.904 10.917 11.967
H 13.998 10.776 10.487
Br 8.751 11.819 11.500
C 10.300 12.701 10.701
C 10.438 13.974 11.489
Br 11.957 14.911 10.796
H 10.081 12.806 9.655
H 11.140 12.026 10.806
H 10.622 13.767 12.541
H 9.579 14.649 11.275
Br 9.271 12.553 15.203
C 9.696 13.062 17.033
C 8.407 13.147 17.803
Br 8.878 13.409 19.664
H 10.346 13.914 16.939
H 10.265 12.225 17.488
H 7.767 12.250 17.872
H 7.897 13.999 17.416
Br 12.690 17.995 20.841
C 12.035 16.223 20.217
C 10.867 16.395 19.259
Br 11.549 16.727 17.420
H 11.811 15.701 21.135
H 12.891 15.719 19.770
H 10.332 17.262 19.521
H 10.192 15.548 19.148
Br 15.079 14.357 17.111
C 14.899 15.361 15.465
C 14.599 14.473 14.250
Br 12.783 13.668 14.304
H 15.859 15.837 15.298
H 14.050 16.019 15.682
H 15.325 13.677 14.156
H 14.531 15.088 13.333
```

SMILES string: CCOP(=O)(OCC)OCC.CCOP(=O)(OCC)OCC.CCOP(=O)(OCC)OCC.CCOP(=O)(OCC)OCC.CCOP(=O)(OCC)OCC.BrCCBr.BrCCBr.BrCCBr.BrCCBr
E_HOMO: -9.43 eV
maximum force: 0.0713 Eh/bohr
energy: -25306.680744 Eh

Here are the Mulliken charges for atoms 1 to 2, given in e: -1.201 -0.128


# 9
Below is a structure of composition C19H12BF5N8OPtS, with properties calculated with ωB97M-V/def2-TZVPD.

Geometry as XYZ:
```
48
Properties=species:S:1:pos:R:3
Pt 0.667 0.102 -0.783
C -2.131 3.122 0.072
C -1.205 2.539 -0.780
N -0.783 1.393 -0.239
N -1.414 1.213 0.940
C -2.236 2.252 1.141
B -1.106 -0.004 1.877
N 0.414 0.052 2.224
C 1.101 -0.075 3.372
C 2.450 0.033 3.109
C 2.526 0.213 1.734
N 1.301 0.212 1.214
N -1.324 -1.305 1.049
C -2.082 -2.389 1.282
C -1.872 -3.302 0.267
C -0.955 -2.692 -0.583
N -0.628 -1.502 -0.089
N -2.045 0.070 3.050
C -1.955 0.419 4.365
C -3.210 0.378 4.903
C -4.039 -0.006 3.830
N -3.347 -0.182 2.724
H -2.665 4.044 -0.075
H -0.824 2.863 -1.733
H -2.857 2.290 2.019
H 0.611 -0.258 4.308
H 3.260 -0.015 3.814
H 3.389 0.340 1.100
H -2.734 -2.424 2.136
H -2.334 -4.266 0.150
H -0.532 -3.037 -1.513
H -1.039 0.728 4.833
H -3.491 0.604 5.916
H -5.107 -0.154 3.821
F 4.849 0.010 -6.271
C 3.766 0.072 -5.518
C 3.678 1.021 -4.510
F 4.679 1.867 -4.302
C 2.541 1.075 -3.729
F 2.484 1.999 -2.759
C 1.476 0.192 -3.909
S -0.017 0.306 -2.980
C 1.595 -0.751 -4.928
F 0.617 -1.623 -5.145
C 2.722 -0.814 -5.730
F 2.812 -1.722 -6.689
O 2.894 -1.806 -1.650
C 2.096 -1.084 -1.337
```

⟨S²⟩: 0.76
E_HOMO (alpha / beta): -11.93 / -12.03 eV
total charge: +1
maximum force: 0.0049 Eh/bohr
energy relative to the best compared isomer or geometry (same formula, charge and spin): 0.000 eV
2S+1: 2
energy: -2286.066427 Eh

Here are the Mulliken charges for atoms 1 to 2, given in e: 2.128 -1.236


# 10
Below is a structure of composition C12H34CuO10 in a non-equilibrium geometry, with properties calculated with ωB97M-V/def2-TZVPD.

Geometry as XYZ:
```
57
Properties=species:S:1:pos:R:3
Cu 2.546 -2.587 22.986
C -0.293 -4.579 19.758
C 0.735 -3.423 19.987
O 1.691 -3.358 20.962
H -0.796 -4.460 18.798
H -1.074 -4.509 20.515
H 0.119 -5.588 19.780
H -0.005 -2.643 20.164
H 1.227 -3.038 19.094
C 2.706 -1.739 27.123
C 3.648 -2.145 26.078
O 3.402 -1.583 24.814
H 2.722 -0.666 27.314
H 2.922 -2.223 28.075
H 1.666 -1.841 26.812
H 3.683 -3.227 25.950
H 4.617 -1.947 26.536
C 1.681 -5.655 23.694
C 0.926 -6.204 24.900
O 0.148 -5.274 25.614
O 2.615 -4.761 24.046
H 0.946 -5.175 23.048
H 2.201 -6.399 23.091
H 1.635 -6.493 25.676
H 0.324 -7.020 24.500
H -0.173 -5.617 26.451
H 3.193 -5.216 24.663
C -0.637 -2.045 23.687
C -1.852 -2.970 23.678
O -2.111 -3.519 25.025
O 0.510 -2.826 24.081
H -0.779 -1.267 24.437
H -0.559 -1.502 22.745
H -1.687 -3.788 22.977
H -2.773 -2.475 23.370
H -2.078 -4.475 24.940
H 0.125 -3.284 24.832
C 6.391 -1.167 22.592
C 5.915 -2.621 22.626
O 4.640 -2.756 22.042
O 5.813 -0.218 23.527
H 6.267 -0.747 21.594
H 7.448 -1.110 22.849
H 5.901 -2.885 23.684
H 6.587 -3.219 22.010
H 4.790 -2.715 21.094
H 5.244 -0.666 24.157
C 2.239 0.048 20.887
C 3.466 0.946 20.819
O 3.203 2.136 21.692
O 2.184 -0.533 22.198
H 2.201 -0.724 20.118
H 1.335 0.655 20.864
H 3.598 1.260 19.784
H 4.264 0.372 21.291
H 3.073 1.761 22.566
H 1.613 0.082 22.665
```

⟨S²⟩: 0.76
E_HOMO (alpha / beta): -7.81 / -7.14 eV
maximum force: 0.0682 Eh/bohr
energy relative to the best compared isomer or geometry (same formula, charge and spin): 2.092 eV
2S+1: 2
energy: -2870.258496 Eh

Here are the Mulliken charges for atoms 1 to 2, given in e: 1.582 -1.035